Record 1
Entry from OMol25: 4 unconnected molecules or ions with the total composition C23H35ClF9INO9 at a distorted geometry (ωB97M-V/def2-TZVPD).

Output
Multiplicity: 1
Frontier orbital gap in eV: 6.130
LUMO level in hartree: 0.0639
Total charge: -1
E_HOMO in Eh: -0.161

```
79
C23H35ClF9INO9 (ωB97M-V/def2-TZVPD)
C -1.69915 -2.03975 1.34939
C -2.74036 -1.08310 0.81138
O -2.36447 0.26406 1.01657
C -3.25951 1.14678 0.35027
C -3.73198 2.26133 1.29111
N -4.59046 3.23291 0.63279
C -5.81594 2.75073 0.01939
C -7.01495 2.71138 0.99912
C -7.74047 1.36596 0.94241
I -8.74143 0.88968 2.77655
C -4.44259 1.54348 2.50101
O -5.16704 0.57033 2.15951
O -4.23643 1.97565 3.64158
C -2.46450 3.01858 1.80809
Cl -2.94679 4.56733 2.63988
C -1.47273 3.41493 0.69749
C -0.23638 2.49262 0.60859
H -0.74264 -1.98054 0.83497
H -2.06130 -3.06383 1.22993
H -1.51721 -1.86951 2.41300
H -3.70292 -1.28832 1.29209
H -2.85392 -1.27012 -0.26088
H -2.83687 1.51253 -0.59641
H -4.15651 0.57674 0.10169
H -4.06153 3.83471 0.01904
H -5.72266 1.78213 -0.48646
H -6.07207 3.47135 -0.76398
H -6.67987 2.91470 2.01348
H -7.73704 3.48300 0.72024
H -7.03529 0.55191 0.80987
H -8.48506 1.35088 0.14834
H -1.99807 2.42387 2.58461
H -1.10530 4.41197 0.92922
H -1.97469 3.47964 -0.26908
H -0.33473 1.62771 1.25885
H 0.65463 3.03426 0.93338
H -0.03244 2.16929 -0.41294
C 4.69175 1.89160 3.76007
C 5.22199 0.98882 2.66543
O 4.30593 -0.08534 2.37632
C 3.24695 0.24428 1.64776
O 2.99357 1.31989 1.19664
C 2.37329 -1.00356 1.41657
F 2.16044 -1.65906 2.56391
F 3.00446 -1.84522 0.57593
F 1.20533 -0.68409 0.89000
H 4.46908 1.31375 4.65778
H 5.43350 2.65205 4.00464
H 3.77504 2.39169 3.45152
H 6.13721 0.50345 2.99226
H 5.42643 1.54530 1.75921
C -2.28804 -6.30023 -2.82835
C -1.78556 -5.35365 -3.89664
O -2.63653 -4.19869 -4.03123
C -2.50382 -3.27337 -3.08687
O -1.74913 -3.29658 -2.16274
C -3.46572 -2.10102 -3.36775
F -4.70320 -2.54319 -3.62323
F -3.04669 -1.41205 -4.44142
F -3.51334 -1.28313 -2.32975
H -3.31736 -6.59465 -3.03581
H -1.66437 -7.19357 -2.79982
H -2.26494 -5.83314 -1.84523
H -1.80708 -5.83173 -4.87385
H -0.76345 -5.02941 -3.70158
C 8.86776 -1.55776 -3.31004
C 8.59860 -0.07590 -3.16949
O 7.90227 0.22622 -1.94244
C 8.63010 0.21848 -0.83852
O 9.80263 0.00528 -0.74339
C 7.73460 0.57320 0.36648
F 6.61880 -0.16849 0.36342
F 7.39740 1.86881 0.30622
F 8.38085 0.35978 1.50878
H 7.93681 -2.12078 -3.23877
H 9.32922 -1.76046 -4.27606
H 9.53614 -1.91409 -2.52777
H 7.93440 0.27001 -3.95796
H 9.51533 0.51125 -3.21829
```

Record 2
Entry from OMol25: 10 unconnected molecules or ions with the total composition C78H71Cl2N5O8 at a distorted geometry (ωB97M-V/def2-TZVPD).

Output
Multiplicity: 2
Frontier orbital gap (alpha / beta) in eV: 5.746 / 2.430
LUMO level (alpha / beta) in hartree: -0.1851 / -0.3069
Total charge: +1
E_HOMO (alpha / beta) in Eh: -0.396 / -0.396

```
164
C78H71Cl2N5O8 (ωB97M-V/def2-TZVPD)
Cl -5.69698 2.29710 2.40890
C -6.52323 3.11579 1.05908
C -7.15023 2.18078 0.08813
Cl -5.93024 1.30483 -0.90365
H -5.79434 3.77850 0.59257
H -7.23891 3.75291 1.57870
H -7.81919 2.74422 -0.56236
H -7.83685 1.48098 0.56450
C -0.48291 7.58040 -1.03048
C -1.47101 6.43094 -1.13927
C -0.96432 5.04535 -1.45015
C -0.56793 4.94984 -2.81145
N -0.23460 4.90697 -3.86260
H 0.30287 7.19169 -0.38274
H -1.03484 8.35693 -0.50089
H -0.14396 7.99518 -1.97978
H -2.20715 6.65750 -1.91055
H -1.88462 6.38271 -0.13195
H -1.81565 4.36816 -1.38110
H -0.26330 4.65441 -0.71270
C -6.40986 1.80737 -4.43805
C -5.09335 1.19381 -4.23964
C -4.04934 2.22137 -4.05543
C -4.08674 3.15037 -2.93730
N -4.09913 3.83469 -1.99782
H -6.53564 2.57640 -5.20020
H -6.70116 2.25137 -3.48616
H -7.20381 1.09036 -4.64697
H -4.83011 0.58333 -5.10342
H -5.10970 0.44403 -3.44865
H -4.01425 2.80631 -4.97451
H -3.05446 1.77828 -4.01086
C -3.02129 -0.34586 -0.76252
C -2.36041 0.96829 -0.71701
C -1.21327 0.96580 0.25271
C 0.06086 1.61556 -0.11203
N 1.09028 2.08555 -0.41602
H -3.20094 -0.75672 0.23097
H -2.49868 -1.07500 -1.38165
H -3.90873 -0.30830 -1.39430
H -2.98565 1.84301 -0.53802
H -2.09682 1.10053 -1.76636
H -0.95552 -0.00116 0.68476
H -1.64286 1.49783 1.10152
C -1.77451 2.19044 4.79738
C -2.99837 3.04779 5.12211
C -2.87711 4.43024 4.63764
C -2.36124 4.73239 3.34854
N -1.93128 4.88768 2.29926
H -0.92845 2.61674 5.33639
H -1.47782 2.00628 3.76483
H -1.85866 1.14449 5.09236
H -3.22444 2.99347 6.18703
H -3.83534 2.64335 4.55288
H -2.27593 4.93065 5.39677
H -3.83705 4.91973 4.80198
C 4.01131 -0.09979 4.30942
C 4.12279 0.96972 3.14901
C 3.28358 0.65413 1.87690
C 1.96119 0.07400 2.15995
N 0.89984 -0.37388 2.37520
H 3.04462 -0.11614 4.81274
H 4.73982 0.03562 5.10882
H 4.14899 -1.07835 3.84946
H 5.13963 1.28247 2.91172
H 3.70998 1.80635 3.71269
H 3.81874 -0.13867 1.35424
H 3.28127 1.52475 1.22107
C 4.58804 3.70125 0.43399
C 4.49536 2.90732 -0.66446
C 5.57152 1.98873 -0.95874
C 6.67064 1.87956 -0.12594
C 6.70013 2.64255 1.07695
C 5.71237 3.59873 1.21807
C 7.79373 2.47153 2.09459
O 7.82657 3.17112 3.15607
C 8.91752 1.52116 1.68906
C 10.08845 1.40406 2.48786
C 11.04692 0.35999 2.36430
C 10.96934 -0.38528 1.22874
C 9.91009 -0.18616 0.30567
C 8.82237 0.70664 0.54955
C 7.73900 0.83662 -0.42562
O 7.72668 0.24040 -1.50479
H 3.76241 4.35138 0.68315
H 3.62877 2.79383 -1.29892
H 5.53751 1.39848 -1.86254
H 5.63777 4.20187 2.11085
H 10.18048 2.05771 3.34265
H 11.82233 0.18722 3.09595
H 11.72791 -1.15102 1.16081
H 9.95603 -0.76116 -0.60739
C -2.79050 -2.66326 2.80979
C -3.26455 -1.76929 3.71390
C -4.61870 -1.42908 3.73634
C -5.54803 -1.94930 2.79769
C -5.05234 -2.86659 1.84498
C -3.65961 -3.18243 1.80973
C -5.99652 -3.40757 0.76027
O -5.48946 -4.26490 -0.05449
C -7.34460 -2.80139 0.72520
C -8.12298 -3.09564 -0.37285
C -9.34789 -2.52101 -0.64339
C -9.87996 -1.76585 0.44076
C -9.14386 -1.49505 1.54982
C -7.88149 -1.97841 1.71937
C -7.04604 -1.56492 2.90030
O -7.51526 -0.86988 3.77658
H -1.74618 -2.93661 2.77709
H -2.57824 -1.30142 4.40418
H -4.97286 -0.79685 4.53712
H -3.31395 -3.98695 1.17754
H -7.63832 -3.78792 -1.04535
H -9.87288 -2.85693 -1.52540
H -10.90092 -1.42767 0.34229
H -9.59157 -0.81498 2.25936
C 0.18613 -3.23597 0.54025
C 0.57602 -3.85410 -0.60110
C 1.69089 -4.74590 -0.56061
C 2.35418 -4.99754 0.72385
C 1.89398 -4.30347 1.88850
C 0.80743 -3.41123 1.75436
C 2.52186 -4.51108 3.26974
O 1.98179 -4.06118 4.37750
C 3.72257 -5.43908 3.24943
C 4.33976 -5.77943 4.46818
C 5.46774 -6.63801 4.41076
C 5.92803 -7.19500 3.25505
C 5.35805 -6.88327 2.06649
C 4.21023 -6.08368 2.04554
C 3.55283 -5.85668 0.76187
O 3.97971 -6.35506 -0.23879
H -0.73573 -2.67336 0.54808
H -0.04129 -3.71560 -1.47639
H 2.09178 -5.25449 -1.42492
H 0.34635 -2.97336 2.62732
H 4.01069 -5.32163 5.38934
H 6.01367 -6.83571 5.32140
H 6.85711 -7.74391 3.29874
H 5.72046 -7.23541 1.11199
C 3.46400 1.36328 -3.99454
C 3.88119 1.37551 -5.34016
C 3.12714 0.63433 -6.35121
C 2.13870 -0.25030 -5.97881
C 1.71259 -0.25758 -4.64697
C 2.38339 0.49737 -3.67588
C 0.64659 -1.13326 -4.17613
O 0.29441 -1.16612 -3.01279
C 0.16174 -2.10565 -5.20447
C -0.70649 -3.16142 -4.77592
C -1.20254 -4.11684 -5.63541
C -0.86049 -4.06297 -6.98381
C 0.06333 -3.08529 -7.45229
C 0.56186 -2.10161 -6.57548
C 1.55328 -1.13460 -7.06176
O 1.87707 -1.08499 -8.24130
H 4.03894 1.76176 -3.17170
H 4.70963 2.00678 -5.62578
H 3.44210 0.78171 -7.37370
H 2.01304 0.45177 -2.66239
H -1.02440 -3.27743 -3.75031
H -1.88968 -4.88257 -5.30692
H -1.18802 -4.83850 -7.66032
H 0.35002 -3.09715 -8.49348
```

Record 3
Entry from OMol25: C3H7NO2 in the gas phase (ωB97M-V/def2-TZVPD).

Output
Multiplicity: 1
Frontier orbital gap in eV: 10.459
LUMO level in hartree: 0.0271
SMILES: CNC(=O)CO
Total charge: 0
E_HOMO in Eh: -0.357

```
13
C3H7NO2 (ωB97M-V/def2-TZVPD)
C -0.34146 0.14761 1.98548
N -0.18537 -0.20183 0.59197
C 0.26365 0.65278 -0.37281
O 0.76525 1.74330 -0.16381
C 0.08788 0.05906 -1.77983
O 0.22619 -1.35194 -1.73091
H 0.13495 -0.59357 2.63583
H 0.11898 1.12131 2.15514
H -1.40395 0.20445 2.24862
H -0.56259 -1.08215 0.27128
H 0.79025 0.53613 -2.47720
H -0.92339 0.27348 -2.15023
H 1.02961 -1.50864 -1.21353
```

Record 4
Entry from OMol25: 2 unconnected molecules or ions with the total composition C3H2FO3 at a distorted geometry (ωB97M-V/def2-TZVPD).

Output
Multiplicity: 3
Frontier orbital gap (alpha / beta) in eV: 5.870 / 6.316
LUMO level (alpha / beta) in hartree: 0.1496 / 0.0691
Total charge: -1
E_HOMO (alpha / beta) in Eh: -0.066 / -0.163

```
9
C3H2FO3 (ωB97M-V/def2-TZVPD)
C -0.44813 -0.66510 1.30391
C 0.10034 1.29103 -1.09500
C 0.39216 -0.60324 0.10417
O -1.09998 0.25765 1.73650
O -0.37687 -1.88574 1.70229
O 1.06893 1.82098 -1.46075
F -1.11838 1.54498 -1.62199
H 0.04521 -1.33096 -0.79461
H 1.43672 -0.42961 0.12549
```

Ordered energy results: -3286.09517, -4810.53676, -323.74753, -440.98737; unit Ha.